(1)
ORCA calculation (ωB97M-V/def2-TZVPD) on an isolated molecule of C6H9N at a distorted geometry.

Last columns: bonded neighbours and bond lengths (Å).
Positions of all 16 atoms, in Å:
1 C 0.0194 1.0779 -1.3691  C2 1.361, C5 1.424, H8 1.081
2 C 0.2026 -0.0430 -2.1195  C1 1.361, N3 1.373, H9 1.073
3 N 0.1017 -1.1166 -1.2695  C2 1.373, C4 1.362, H10 1.009
4 C -0.0164 -0.7009 0.0217  N3 1.362, C5 1.380, C7 1.497
5 C -0.1129 0.6758 -0.0099  C1 1.424, C4 1.380, C6 1.503
6 C -0.3466 1.6000 1.1525  C5 1.503, H11 1.095, H12 1.084, H13 1.096
7 C 0.1412 -1.5870 1.2178  C4 1.497, H14 1.085, H15 1.085, H16 1.095
8 H 0.1871 2.0933 -1.6984  C1 1.081
9 H 0.4029 -0.2088 -3.1601  C2 1.073
10 H 0.2387 -2.0650 -1.5857  N3 1.009
11 H -1.1596 2.2852 0.8902  C6 1.095
12 H -0.5713 1.0751 2.0737  C6 1.084
13 H 0.5296 2.2391 1.3092  C6 1.096
14 H -0.4635 -1.1423 2.0014  C7 1.085
15 H 1.1814 -1.6297 1.5236  C7 1.085
16 H -0.3342 -2.5532 1.0219  C7 1.095

As for the SMILES: Cc1cc[nH]c1C. The calculated total energy comes out at -7857.9020 eV. The HOMO energy is -7.77 eV. As for the multiplicity: 1. Its LUMO energy is 1.06 eV. The energy relative to the best compared isomer or geometry (same formula, charge and spin) is 5.9 kcal/mol. The net charge is 0.


(2)
ORCA calculation (ωB97M-V/def2-TZVPD) on the ion C5H10NO2 with charge -1 at a distorted geometry.

Last columns: bonded neighbours and bond lengths (Å).
Positions of all 18 atoms, in Å:
1 C -1.5206 1.1697 1.8003  N2 1.482, H9 1.055, H10 1.136, H11 1.091
2 N -1.6664 0.6596 0.4162  C1 1.482, C3 1.527, H12 1.034
3 C -0.4393 0.0151 -0.2253  N2 1.527, C4 1.496, C7 1.577, H13 1.080
4 C 0.7049 0.8842 -0.6427  C3 1.496, C5 1.650, H14 1.148, H15 1.126
5 C 2.0227 0.1485 0.0246  C4 1.650, O6 1.368, H16 1.146, H17 1.168
6 O 1.9944 -0.2825 1.3221  C5 1.368
7 C -0.8335 -1.0594 -1.3101  C3 1.577, O8 1.199, H18 1.121
8 O -0.2473 -2.0269 -1.7071  C7 1.199
9 H -1.1169 0.4047 2.4046  C1 1.055
10 H -1.1298 2.2331 1.7161  C1 1.136
11 H -2.4598 1.1496 2.3555  C1 1.091
12 H -1.8659 1.4501 -0.2199  N2 1.034
13 H -0.0153 -0.6497 0.5129  C3 1.080
14 H 0.6138 1.8871 -0.0922  C4 1.148
15 H 0.8098 1.0877 -1.7448  C4 1.126
16 H 2.8652 0.8883 -0.2104  C5 1.146
17 H 2.2420 -0.7072 -0.7390  C5 1.168
18 H -1.8605 -0.8337 -1.6979  C7 1.121

As for the SMILES: CN[C@@H](C=O)CC[O-]. The calculated total energy comes out at -10930.1036 eV. The HOMO energy is -2.64 eV. As for the multiplicity: 1. Its LUMO energy is 3.85 eV. The energy relative to the best compared isomer or geometry (same formula, charge and spin) is 96.0 kcal/mol. The net charge is -1.


(3)
ORCA calculation (ωB97M-V/def2-TZVPD) on an isolated molecule of C18H21N5O4S2 at a distorted geometry.

Last columns: bonded neighbours and bond lengths (Å).
Positions of all 50 atoms, in Å:
1 O -1.6796 -3.5515 4.3748  S29 1.479
2 O -3.0885 -1.5505 4.9335  S29 1.488
3 N 2.6809 0.1683 0.9200  C12 1.349, C16 1.268
4 N 0.8042 1.4620 0.3743  C12 1.336, C18 1.335
5 O -0.4333 2.6188 -3.9729  C13 1.350, C23 1.432
6 O 1.8572 1.5607 -4.9793  C14 1.362, C24 1.459
7 S -4.5731 -1.7083 1.9029  C8 1.702, C11 1.759
8 C -4.6552 -2.6357 0.4781  S7 1.702, C9 1.413, H30 1.110
9 C -3.4976 -3.4336 0.3344  C8 1.413, C10 1.427, H31 1.092
10 C -2.5333 -3.2988 1.3772  C9 1.427, C11 1.390, H32 1.103
11 C -3.0368 -2.4399 2.3477  S7 1.759, C10 1.390, S29 1.793
12 C 1.5241 0.7722 1.2629  N3 1.349, N4 1.336, N21 1.453
13 C 0.4909 2.1168 -3.1257  O5 1.350, C14 1.465, C15 1.348
14 C 1.6759 1.4230 -3.6363  O6 1.362, C13 1.465, C17 1.393
15 C 0.3214 2.1912 -1.7906  C13 1.348, C18 1.422, H33 1.051
16 C 3.0251 0.1194 -0.2999  N3 1.268, C19 1.448, N20 1.386
17 C 2.5685 0.7297 -2.8219  C14 1.393, C19 1.474, H34 1.090
18 C 1.1053 1.3816 -0.9240  N4 1.335, C15 1.422, C19 1.414
19 C 2.2594 0.7048 -1.3812  C16 1.448, C17 1.474, C18 1.414
20 N 4.1860 -0.6104 -0.4980  C16 1.386, H35 1.028, H36 0.983
21 N 0.9384 0.6167 2.5839  C12 1.453, C25 1.521, C26 1.432
22 N -0.9468 -1.1431 3.6184  C27 1.521, C28 1.484, S29 1.728
23 C -0.8332 3.9356 -3.5769  O5 1.432, H37 1.061, H38 1.134, H39 1.041
24 C 1.4869 0.4755 -5.8822  O6 1.459, H40 1.030, H41 1.103, H42 1.097
25 C -0.3620 1.2296 3.0806  N21 1.521, C27 1.562, H43 1.150, H44 1.080
26 C 1.3803 -0.4930 3.3741  N21 1.432, C28 1.541, H45 1.076, H46 1.111
27 C -1.4480 0.1174 2.9296  N22 1.521, C25 1.562, H47 1.054, H48 1.158
28 C 0.3913 -1.6686 3.2495  N22 1.484, C26 1.541, H49 1.052, H50 1.076
29 S -2.2327 -2.2513 3.9388  O1 1.479, O2 1.488, C11 1.793, N22 1.728
30 H -5.5234 -2.5290 -0.2044  C8 1.110
31 H -3.5084 -4.1910 -0.4517  C9 1.092
32 H -1.5956 -3.8728 1.4687  C10 1.103
33 H -0.4975 2.6017 -1.2751  C15 1.051
34 H 3.4142 0.1955 -3.2551  C17 1.090
35 H 4.6882 -0.3637 -1.3601  N20 1.028
36 H 4.7017 -0.5787 0.3380  N20 0.983
37 H -1.8613 3.8204 -3.3434  C23 1.061
38 H -0.7678 4.6750 -4.4342  C23 1.134
39 H -0.3151 4.4253 -2.8178  C23 1.041
40 H 2.0764 -0.3372 -5.6501  C24 1.030
41 H 1.7046 0.7383 -6.9308  C24 1.103
42 H 0.4308 0.1980 -5.7775  C24 1.097
43 H -0.4629 1.5539 4.1794  C25 1.150
44 H -0.5659 2.1646 2.5800  C25 1.080
45 H 1.2745 -0.1689 4.3950  C26 1.076
46 H 2.4134 -0.8475 3.1689  C26 1.111
47 H -2.4202 0.4400 3.1781  C27 1.054
48 H -1.5674 -0.1642 1.8123  C27 1.158
49 H 0.7075 -2.4389 3.8917  C28 1.052
50 H 0.2983 -2.1595 2.2964  C28 1.076

As for the SMILES: COc1cc2nc(N3CCN(S(=O)(=O)c4cccs4)CC3)nc(N)c2cc1OC. The calculated total energy comes out at -56314.3778 eV. The HOMO energy is -7.75 eV. As for the multiplicity: 1. Its LUMO energy is 0.26 eV. The energy relative to the best compared isomer or geometry (same formula, charge and spin) is 99.3 kcal/mol. The net charge is 0.


Repeat the first record exactly.
ORCA calculation (ωB97M-V/def2-TZVPD) on an isolated molecule of C6H9N at a distorted geometry.

Last columns: bonded neighbours and bond lengths (Å).
Positions of all 16 atoms, in Å:
1 C 0.0194 1.0779 -1.3691  C2 1.361, C5 1.424, H8 1.081
2 C 0.2026 -0.0430 -2.1195  C1 1.361, N3 1.373, H9 1.073
3 N 0.1017 -1.1166 -1.2695  C2 1.373, C4 1.362, H10 1.009
4 C -0.0164 -0.7009 0.0217  N3 1.362, C5 1.380, C7 1.497
5 C -0.1129 0.6758 -0.0099  C1 1.424, C4 1.380, C6 1.503
6 C -0.3466 1.6000 1.1525  C5 1.503, H11 1.095, H12 1.084, H13 1.096
7 C 0.1412 -1.5870 1.2178  C4 1.497, H14 1.085, H15 1.085, H16 1.095
8 H 0.1871 2.0933 -1.6984  C1 1.081
9 H 0.4029 -0.2088 -3.1601  C2 1.073
10 H 0.2387 -2.0650 -1.5857  N3 1.009
11 H -1.1596 2.2852 0.8902  C6 1.095
12 H -0.5713 1.0751 2.0737  C6 1.084
13 H 0.5296 2.2391 1.3092  C6 1.096
14 H -0.4635 -1.1423 2.0014  C7 1.085
15 H 1.1814 -1.6297 1.5236  C7 1.085
16 H -0.3342 -2.5532 1.0219  C7 1.095

As for the SMILES: Cc1cc[nH]c1C. The calculated total energy comes out at -7857.9020 eV. The HOMO energy is -7.77 eV. As for the multiplicity: 1. Its LUMO energy is 1.06 eV. The energy relative to the best compared isomer or geometry (same formula, charge and spin) is 5.9 kcal/mol. The net charge is 0.